C15H15BrFN | wB97M-V/def2-TZVPD

Each line ends with the Mulliken charge.
Atoms and positions in Å:
F  3.55  3.93  0.32  -0.33
C  3.23  2.62  0.15  0.34
C  3.91  1.67  0.88  -0.60
C  3.59  0.34  0.70  -0.25
C  2.60  -0.04  -0.20  0.26
C  2.21  -1.48  -0.33  -1.11
C  1.17  -1.86  0.76  -0.83
N  -0.07  -1.14  0.72  -0.27
C  -0.94  -1.44  -0.40  -0.44
C  -2.25  -0.71  -0.25  0.31
C  -2.85  -0.61  1.00  -0.35
C  -4.06  0.05  1.16  -0.48
C  -4.66  0.62  0.05  0.07
Br  -6.32  1.53  0.25  -0.21
C  -4.08  0.54  -1.21  -0.54
C  -2.88  -0.12  -1.35  -0.49
C  1.93  0.95  -0.91  -0.03
C  2.24  2.28  -0.75  -0.67
H  4.68  1.97  1.57  0.42
H  4.11  -0.42  1.27  0.39
H  3.08  -2.12  -0.21  0.44
H  1.78  -1.67  -1.32  0.35
H  0.94  -2.93  0.67  0.39
H  1.62  -1.69  1.74  0.42
H  0.11  -0.14  0.77  0.32
H  -1.13  -2.52  -0.38  0.34
H  -0.51  -1.19  -1.38  0.24
H  -2.36  -1.05  1.85  0.39
H  -4.52  0.13  2.13  0.42
H  -4.57  0.99  -2.06  0.42
H  -2.42  -0.19  -2.33  0.35
H  1.16  0.67  -1.62  0.29
H  1.73  3.05  -1.30  0.44

As for the HOMO-LUMO gap: 9.582 eV. As for the SMILES: Fc1ccc(CCNCc2ccc(Br)cc2)cc1. Its total charge is 0. The value obtained for the energy is -3309.2274 Ha.